(1)
# C11H26N3O5PS

A cluster of 2 separate species, C11H26N3O5PS in total (ωB97M-V with the def2-TZVPD basis set, OMol25).

Geometry (Å):
C: 5.750 -2.667 0.585
N: 4.669 -1.759 0.966
C: 3.498 -1.665 0.327
O: 3.245 -2.356 -0.656
C: 2.412 -0.698 0.851
C: 2.516 0.684 0.184
S: 1.114 1.741 0.650
N: 2.301 -0.557 2.318
C: 3.221 -0.093 3.164
C: 2.850 -0.096 4.629
O: 4.317 0.324 2.815
H: 6.176 -2.349 -0.369
H: 6.529 -2.666 1.348
H: 5.359 -3.680 0.471
H: 4.829 -1.114 1.733
H: 1.473 -1.132 0.506
H: 2.513 0.551 -0.900
H: 3.453 1.167 0.469
H: 1.551 2.039 1.878
H: 1.433 -0.864 2.726
H: 1.936 0.477 4.777
H: 2.706 -1.122 4.964
H: 3.657 0.361 5.199
C: -0.137 -0.521 -2.272
C: -1.553 -0.930 -2.685
C: -2.565 0.219 -2.555
C: -2.877 0.574 -1.091
C: -3.843 1.770 -0.983
N: -3.675 2.297 0.412
P: -5.613 1.333 -1.561
O: -5.918 -0.107 -1.560
O: -6.689 1.898 -0.551
O: -5.889 1.883 -3.019
H: 0.566 -1.332 -2.487
H: 0.183 0.370 -2.821
H: -0.094 -0.310 -1.202
H: -1.880 -1.787 -2.087
H: -1.528 -1.251 -3.731
H: -3.489 -0.081 -3.060
H: -2.175 1.101 -3.074
H: -3.303 -0.297 -0.580
H: -1.943 0.835 -0.582
H: -3.506 2.548 -1.675
H: -4.274 3.108 0.591
H: -3.818 1.571 1.117
H: -6.759 1.134 0.038
H: -6.727 1.447 -3.217

2S+1: 1
LUMO energy, hartree: 0.016
SMILES: CNC(=O)[C@H](CS)NC(C)=O.CCCC[C@H](N)P(=O)(O)O



(2)
# C18H20N4O2S2

The molecule C18H20N4O2S2 (ωB97M-V with the def2-TZVPD basis set, OMol25).

Geometry (Å):
C: 1.200 -4.513 1.067
C: 1.215 -4.521 -0.460
O: -0.039 -4.234 -1.046
C: -0.965 -5.306 -1.048
C: -2.246 -4.857 -1.753
C: -3.054 -3.873 -0.911
N: -2.290 -2.671 -0.675
C: -2.833 -1.442 -0.634
O: -4.024 -1.224 -0.753
C: -1.807 -0.368 -0.402
C: -0.797 -0.582 0.500
C: 0.163 0.431 0.692
S: 1.467 0.090 1.838
C: 2.435 1.528 1.782
N: 3.503 1.610 2.498
N: 4.143 2.763 2.362
C: 3.584 3.584 1.547
C: 4.109 4.929 1.230
S: 2.108 2.956 0.818
N: 0.147 1.571 0.071
C: -0.843 1.830 -0.807
C: -0.850 3.076 -1.460
C: -1.839 3.371 -2.359
C: -2.849 2.439 -2.637
C: -2.864 1.217 -2.019
C: -1.865 0.879 -1.086
H: 2.208 -4.669 1.437
H: 0.562 -5.302 1.460
H: 0.842 -3.554 1.436
H: 1.583 -5.488 -0.829
H: 1.879 -3.732 -0.824
H: -1.198 -5.620 -0.021
H: -0.525 -6.165 -1.577
H: -1.973 -4.390 -2.700
H: -2.857 -5.736 -1.960
H: -3.983 -3.591 -1.416
H: -3.318 -4.337 0.049
H: -1.287 -2.804 -0.657
H: -0.723 -1.490 1.078
H: 4.315 5.012 0.164
H: 5.025 5.097 1.791
H: 3.376 5.691 1.494
H: -0.062 3.775 -1.228
H: -1.847 4.328 -2.860
H: -3.622 2.693 -3.346
H: -3.649 0.506 -2.219

2S+1: 1
Energy above the lowest of the compared OMol25 structures with the same formula, charge and spin, kcal per mole: 26.1
LUMO energy, hartree: -0.011
SMILES: CCOCCCNC(=O)c1cc(Sc2nnc(C)s2)nc2ccccc12



(3)
# C24H38N3O3RuSSb

A structure of composition C24H38N3O3RuSSb (ωB97M-V with the def2-TZVPD basis set, OMol25).

Geometry (Å):
Ru: -0.119 0.507 -0.331
N: 0.746 4.539 0.515
C: 0.069 3.426 0.242
O: 0.043 2.471 1.031
C: -0.793 3.423 -1.005
C: -0.586 2.147 -1.807
H: 1.381 4.549 1.301
H: 0.876 5.241 -0.195
H: -0.582 4.309 -1.614
H: -1.837 3.496 -0.669
H: 0.431 2.126 -2.238
H: -1.339 2.043 -2.588
C: 6.275 1.942 4.521
C: 5.489 1.740 3.267
C: 6.113 1.238 2.126
C: 5.410 1.092 0.945
C: 4.076 1.447 0.920
C: 3.423 1.912 2.044
C: 4.137 2.071 3.216
S: 3.120 1.285 -0.559
O: 3.922 0.849 -1.662
O: 2.308 2.466 -0.739
N: 2.018 0.125 -0.155
C: 2.108 -1.162 -0.520
C: 3.298 -1.897 -0.658
C: 3.205 -3.240 -0.948
C: 1.948 -3.816 -1.132
C: 0.828 -3.013 -1.029
N: 0.894 -1.724 -0.723
H: 6.987 1.133 4.664
H: 5.623 2.006 5.387
H: 6.839 2.872 4.449
H: 7.158 0.970 2.169
H: 5.871 0.727 0.041
H: 2.368 2.135 1.969
H: 3.650 2.460 4.098
H: 4.239 -1.387 -0.537
H: 4.098 -3.841 -1.040
H: 1.847 -4.862 -1.371
H: -0.166 -3.412 -1.210
C: -3.542 -3.591 -2.488
C: -3.533 -3.061 -1.070
C: -2.979 -4.078 -0.095
Sb: -2.410 -1.084 -1.018
C: -4.005 0.279 -1.812
C: -5.395 -0.192 -1.426
C: -3.869 0.457 -3.316
C: -2.716 -0.671 1.138
C: -1.436 -1.020 1.881
C: -3.038 0.796 1.350
H: -4.134 -4.504 -2.534
H: -2.536 -3.830 -2.826
H: -3.977 -2.872 -3.178
H: -4.537 -2.767 -0.765
H: -1.985 -4.414 -0.387
H: -3.629 -4.953 -0.094
H: -2.945 -3.690 0.923
H: -3.777 1.227 -1.314
H: -5.654 -1.105 -1.959
H: -6.123 0.573 -1.698
H: -5.481 -0.373 -0.354
H: -4.209 -0.428 -3.849
H: -2.835 0.652 -3.603
H: -4.478 1.301 -3.642
H: -3.539 -1.294 1.500
H: -0.620 -0.293 1.614
H: -1.079 -2.026 1.659
H: -1.591 -0.941 2.958
H: -2.238 1.414 0.910
H: -3.091 1.022 2.415
H: -3.993 1.072 0.909

2S+1: 2
Energy above the lowest of the compared OMol25 structures with the same formula, charge and spin, kcal per mole: 77.3
LUMO energy (alpha / beta), hartree: -0.162 / -0.151
<S²>: 0.89
Net charge: +1



(4)
# C14H15N5OS

The molecule C14H15N5OS (ωB97M-V with the def2-TZVPD basis set, OMol25).

Geometry (Å):
C: 0.911 -1.815 -6.896
O: -0.261 -2.106 -6.178
C: -0.340 -1.718 -4.873
C: -1.551 -2.043 -4.235
C: -1.796 -1.722 -2.921
C: -0.798 -1.054 -2.220
N: -0.762 -0.611 -0.919
C: 0.403 -0.051 -0.784
S: 0.989 0.698 0.669
C: -0.559 0.549 1.665
C: -0.381 1.119 3.025
C: -1.041 2.260 3.440
N: -0.923 2.770 4.658
C: -0.123 2.132 5.501
C: -0.005 2.678 6.885
N: 0.581 1.048 5.212
C: 0.474 0.535 3.988
N: 1.182 -0.593 3.737
N: 1.171 -0.089 -1.917
C: 0.416 -0.734 -2.867
C: 0.669 -1.054 -4.191
H: 0.749 -2.208 -7.898
H: 1.090 -0.736 -6.956
H: 1.786 -2.305 -6.454
H: -2.292 -2.560 -4.823
H: -2.728 -1.975 -2.443
H: -1.329 1.080 1.108
H: -0.798 -0.515 1.685
H: -1.705 2.793 2.769
H: -0.073 3.762 6.860
H: -0.829 2.299 7.489
H: 0.931 2.359 7.332
H: 1.859 -0.849 4.436
H: 1.379 -0.843 2.783
H: 2.096 0.291 -2.020
H: 1.608 -0.790 -4.649

2S+1: 1
Energy above the lowest of the compared OMol25 structures with the same formula, charge and spin, kcal per mole: 0.0
LUMO energy, hartree: 0.015
SMILES: COc1ccc2nc(SCc3cnc(C)nc3N)[nH]c2c1



(5)
# C3H8NS

The ion C3H8NS with charge -1 (ωB97M-V with the def2-TZVPD basis set, OMol25).

Geometry (Å):
C: -0.547 0.865 -0.999
C: 0.326 -0.206 -0.362
N: 1.563 0.371 0.179
C: -0.529 -0.908 0.713
S: -0.849 0.014 2.257
H: 0.059 1.513 -1.612
H: -1.159 0.350 -1.723
H: -1.059 1.454 -0.244
H: 0.576 -0.967 -1.112
H: 2.022 -0.382 0.693
H: 1.219 0.924 0.974
H: -0.134 -1.883 1.004
H: -1.487 -1.146 0.231

2S+1: 1
Energy above the lowest of the compared OMol25 structures with the same formula, charge and spin, kcal per mole: 2.8
LUMO energy, hartree: 0.158
Net charge: -1
SMILES: C[C@@H](N)C[S-]



(6)
# C38H70F4N2O31PS9

A cluster of 8 separate species, C38H70F4N2O31PS9 in total (ωB97M-V with the def2-TZVPD basis set, OMol25).

Geometry (Å):
C: -0.020 5.564 6.196
C: 0.955 5.278 4.870
C: 0.144 4.153 3.933
N: 0.843 2.857 4.133
C: 0.193 1.639 3.565
N: -0.759 0.752 4.109
P: -1.170 1.380 5.712
S: -2.332 0.345 6.838
C: -1.213 -0.495 3.300
C: -2.805 -0.782 3.530
C: -3.871 0.433 3.595
C: -0.564 -1.877 3.856
F: 0.747 -2.314 3.351
F: -0.317 -1.712 5.344
C: -1.410 -3.274 3.769
F: -1.901 -3.691 2.459
F: -0.450 -4.353 4.220
C: -0.694 0.160 1.836
C: -0.135 -0.897 0.670
C: -1.328 -1.837 0.012
C: -0.644 -3.265 -0.412
S: -1.840 -4.589 -0.976
C: -1.862 0.833 0.910
C: -1.992 2.588 1.163
C: -3.619 3.167 1.319
O: -2.516 3.063 2.545
C: 0.703 1.053 2.083
C: 1.250 2.049 0.919
C: 2.080 0.329 2.589
C: 3.369 1.309 2.839
C: 4.561 0.941 1.723
C: 5.199 2.272 0.997
O: 5.648 3.315 1.737
O: 5.305 2.285 -0.499
C: 4.245 3.176 -1.057
C: 4.986 4.061 -2.247
H: 0.331 6.484 6.833
H: -1.138 5.789 5.852
H: -0.109 4.588 6.876
H: 1.977 4.852 5.286
H: 1.130 6.284 4.295
H: 0.169 4.555 2.820
H: -0.969 4.224 4.283
H: 1.297 2.727 5.059
H: -1.744 2.732 5.660
H: 0.098 1.543 6.438
H: -2.979 -1.295 4.598
H: -3.181 -1.485 2.640
H: -3.574 1.385 4.197
H: -4.836 0.013 4.168
H: -4.319 0.796 2.564
H: -2.311 -3.359 4.535
H: 0.252 -0.248 -0.258
H: 0.778 -1.537 0.980
H: -2.294 -1.917 0.666
H: -1.675 -1.324 -1.009
H: 0.219 -3.015 -1.187
H: -0.086 -3.684 0.557
H: -2.229 -5.355 0.150
H: -2.918 0.383 0.980
H: -1.594 0.891 -0.254
H: -1.193 3.321 0.520
H: -3.321 3.938 0.454
H: -4.004 4.023 1.989
H: 2.248 1.683 0.370
H: 0.471 2.042 0.011
H: 1.485 3.150 1.282
H: 1.835 -0.074 3.689
H: 2.456 -0.566 1.942
H: 3.874 1.031 3.885
H: 3.138 2.452 2.903
H: 4.137 0.264 0.835
H: 5.428 0.329 2.218
H: 3.351 2.542 -1.502
H: 3.889 3.852 -0.168
H: 5.847 4.715 -1.795
H: 4.153 4.745 -2.725
H: 5.367 3.294 -3.072
C: -0.289 -6.302 -6.177
C: -1.696 -6.690 -5.728
O: -2.049 -5.730 -4.735
S: -1.338 -4.307 -5.096
O: -2.304 -3.483 -5.788
O: -0.604 -3.856 -3.937
O: -0.275 -4.875 -6.194
H: 0.462 -6.641 -5.456
H: -0.048 -6.698 -7.166
H: -1.738 -7.702 -5.318
H: -2.411 -6.602 -6.553
C: -6.628 6.335 -2.479
C: -6.989 5.000 -1.833
O: -5.789 4.554 -1.204
S: -4.940 5.852 -0.701
O: -5.225 6.062 0.701
O: -3.598 5.751 -1.225
O: -5.748 6.979 -1.559
H: -6.088 6.184 -3.419
H: -7.509 6.956 -2.662
H: -7.338 4.265 -2.562
H: -7.749 5.131 -1.055
C: 3.410 -6.499 -0.147
C: 2.514 -5.274 -0.310
O: 2.429 -5.059 -1.716
S: 2.514 -6.498 -2.479
O: 1.167 -6.929 -2.781
O: 3.559 -6.427 -3.474
O: 3.058 -7.374 -1.217
H: 4.466 -6.232 -0.258
H: 3.261 -6.995 0.816
H: 2.918 -4.392 0.192
H: 1.503 -5.473 0.063
C: -2.557 2.425 11.164
C: -1.257 3.073 11.633
O: -0.605 3.505 10.441
S: -1.734 3.920 9.339
O: -1.908 5.355 9.390
O: -1.463 3.203 8.115
O: -3.012 3.227 10.076
H: -2.379 1.411 10.789
H: -3.311 2.392 11.955
H: -0.623 2.380 12.190
H: -1.457 3.957 12.248
C: 1.209 5.189 -6.935
C: 2.311 6.031 -6.295
O: 2.168 5.827 -4.891
S: 1.613 4.316 -4.629
O: 2.742 3.468 -4.320
O: 0.438 4.399 -3.792
O: 1.140 3.996 -6.156
H: 0.240 5.695 -6.872
H: 1.427 4.951 -7.980
H: 2.221 7.091 -6.542
H: 3.302 5.671 -6.589
C: -1.090 -0.537 -6.242
C: -1.497 -0.922 -7.662
O: -2.028 0.271 -8.235
S: -1.251 1.556 -7.598
O: -0.207 1.953 -8.517
O: -2.237 2.477 -7.081
O: -0.555 0.782 -6.343
H: -1.961 -0.501 -5.579
H: -0.345 -1.220 -5.827
H: -2.241 -1.722 -7.680
H: -0.626 -1.221 -8.254
C: 4.842 -11.077 -4.657
C: 3.857 -11.332 -5.795
O: 3.061 -10.152 -5.871
S: 3.972 -8.869 -5.441
O: 4.461 -8.239 -6.647
O: 3.279 -8.146 -4.400
O: 5.201 -9.700 -4.766
H: 4.366 -11.228 -3.683
H: 5.730 -11.709 -4.730
H: 3.231 -12.209 -5.614
H: 4.380 -11.449 -6.750

2S+1: 1
LUMO energy, hartree: -0.150
Net charge: +1



(7)
# C4H6

The molecule C4H6 (ωB97M-V with the def2-TZVPD basis set, OMol25).

Geometry (Å):
C: -2.357 -0.322 -0.009
C: -1.227 0.126 -0.112
C: 0.144 0.616 -0.001
C: 1.337 -0.436 -0.028
H: -3.483 -0.461 0.125
H: 0.122 1.272 0.922
H: 0.397 1.324 -0.801
H: 1.623 -1.093 0.870
H: 1.135 -1.047 -0.857
H: 2.309 0.020 -0.109

2S+1: 1
Energy above the lowest of the compared OMol25 structures with the same formula, charge and spin, kcal per mole: 28.7
LUMO energy, hartree: 0.040
SMILES: C#CCC



(8)
# C7CrF5IS3

A structure of composition C7CrF5IS3 (ωB97M-V with the def2-TZVPD basis set, OMol25).

Geometry (Å):
Cr: -1.283 1.636 -0.208
S: -5.318 0.982 -2.309
C: -3.830 1.265 -1.586
S: -3.461 2.652 -0.595
S: -2.500 0.131 -1.654
F: 1.777 0.841 -1.724
C: 1.482 0.071 -0.637
C: 0.339 0.262 0.085
C: 0.212 -0.607 1.149
F: -0.858 -0.580 1.983
C: 1.139 -1.587 1.482
F: 0.961 -2.411 2.540
C: 2.273 -1.725 0.715
F: 3.199 -2.667 1.009
C: 2.450 -0.888 -0.360
F: 3.561 -1.019 -1.122
I: -0.142 3.643 1.232

2S+1: 5
Energy above the lowest of the compared OMol25 structures with the same formula, charge and spin, kcal per mole: 0.5
LUMO energy (alpha / beta), hartree: 0.174 / 0.174
<S²>: 6.04
Net charge: -2